{
  "formula": "C9H30O6",
  "method": "the ωB97M-V functional and the def2-TZVPD basis",
  "symbols": ["C", "C", "O", "H", "H", "H", "H", "H", "H", "C", "C", "O", "H", "H", "H", "H", "H", "H", "C", "C", "O", "H", "H", "H", "H", "H", "H", "C", "O", "H", "H", "H", "H", "C", "O", "H", "H", "H", "H", "C", "O", "H", "H", "H", "H"],
  "xyz": [[-10.97142, -19.30766, -1.63131], [-9.82591, -19.73833, -2.54941], [-10.30688, -20.93775, -3.22848], [-11.94850, -19.58669, -2.01096], [-10.93181, -18.22075, -1.49077], [-10.87084, -19.70157, -0.61620], [-8.88217, -19.81786, -2.00950], [-9.66705, -19.05211, -3.37758], [-10.57251, -21.54203, -2.52630], [-10.34934, -23.35315, -5.84015], [-11.25599, -22.33853, -6.48889], [-12.06188, -22.91863, -7.51970], [-9.56676, -23.69499, -6.51440], [-10.94374, -24.19573, -5.48709], [-9.90091, -22.88531, -4.96216], [-10.77557, -21.41740, -6.85330], [-11.90282, -21.85936, -5.72860], [-12.17469, -22.24307, -8.19203], [-11.34666, -17.16599, -9.82672], [-11.44936, -17.35858, -8.32838], [-10.11666, -17.48554, -7.80973], [-10.74795, -16.30682, -10.14710], [-12.33204, -17.03823, -10.28444], [-10.84040, -17.97592, -10.35814], [-12.00642, -18.28850, -8.18146], [-11.93277, -16.50289, -7.85285], [-10.26124, -17.88760, -6.93383], [-7.65750, -17.00394, -4.88550], [-7.02445, -17.70741, -3.79930], [-7.49960, -15.93317, -4.70651], [-7.03629, -17.14627, -5.76541], [-8.70155, -17.29639, -4.90666], [-7.38760, -17.40111, -2.96570], [-12.01949, -18.30245, -4.72287], [-10.92467, -18.81921, -5.48142], [-11.70929, -17.56060, -3.97677], [-12.57414, -17.72190, -5.46902], [-12.68726, -19.02352, -4.25371], [-10.62936, -19.60997, -4.99938], [-15.47446, -19.79645, -3.54878], [-16.59423, -19.94472, -2.70815], [-15.06603, -18.78313, -3.47791], [-14.64459, -20.46410, -3.28717], [-15.72638, -19.89533, -4.61333], [-16.79490, -20.88327, -2.65170]],
  "mulliken_charge": [-1.230, 0.575, -0.475, 0.263, 0.346, 0.423, 0.312, -0.395, 0.274, -0.999, 0.225, -0.554, 0.309, 0.305, 0.230, 0.128, 0.048, 0.319, -1.388, 0.139, -0.547, 0.331, 0.367, 0.328, 0.151, 0.226, 0.415, -0.310, -0.519, 0.303, 0.213, 0.046, 0.287, -0.504, -0.373, 0.325, 0.353, 0.005, 0.035, -0.469, -0.527, 0.230, 0.185, 0.286, 0.308],
  "total_charge": 0,
  "homo_lumo_gap_ev": 10.28,
  "relative_energy_kcal_mol": 73.0
}

***

{
  "formula": "C9H33O10P",
  "method": "the ωB97M-V functional and the def2-TZVPD basis",
  "symbols": ["C", "O", "P", "O", "O", "C", "O", "C", "H", "H", "H", "H", "H", "H", "H", "H", "H", "C", "O", "H", "H", "H", "H", "C", "O", "H", "H", "H", "H", "C", "O", "H", "H", "H", "H", "C", "O", "H", "H", "H", "H", "C", "O", "H", "H", "H", "H", "C", "O", "H", "H", "H", "H"],
  "xyz": [[2.05133, -10.15271, 9.69036], [1.29463, -9.74804, 8.58216], [0.59598, -8.34272, 8.40406], [-0.22787, -8.29347, 7.16373], [-0.21084, -8.03940, 9.76381], [-0.99494, -6.92161, 10.02202], [1.84327, -7.31813, 8.50610], [1.81008, -6.04369, 7.90676], [1.37613, -10.88818, 10.12772], [2.28713, -9.31474, 10.34633], [2.92869, -10.70064, 9.34667], [-1.27277, -6.48650, 9.06203], [-0.24689, -6.29819, 10.51178], [-1.91284, -7.03660, 10.59853], [1.91392, -5.24060, 8.63637], [0.85792, -5.86246, 7.40810], [2.55663, -6.00488, 7.11348], [4.81766, -6.92091, 12.00934], [5.11712, -7.97174, 12.79415], [4.50037, -6.15151, 12.71322], [5.68321, -6.64043, 11.40913], [3.88135, -7.14528, 11.49836], [5.10604, -7.72285, 13.72127], [-3.27075, -4.81959, 4.50700], [-1.90982, -5.11610, 4.77287], [-3.40842, -3.78448, 4.19445], [-3.46965, -5.39856, 3.60515], [-3.85050, -5.06542, 5.39669], [-1.86209, -5.93694, 5.26839], [4.38776, -10.13514, 5.67916], [5.26635, -9.91410, 4.61552], [3.38953, -10.39289, 5.32531], [4.60496, -10.99467, 6.31331], [4.37490, -9.27919, 6.35390], [5.56963, -10.67332, 4.11232], [-5.47206, -8.94321, 8.11910], [-6.51693, -9.80399, 8.23073], [-4.61230, -9.43286, 8.57644], [-5.10533, -8.80568, 7.10190], [-5.61572, -7.95417, 8.55414], [-7.32035, -9.29845, 8.08737], [-0.89657, -8.80076, 14.73054], [-0.88077, -7.47639, 15.18124], [0.15512, -9.03235, 14.56203], [-1.13553, -9.42231, 15.59349], [-1.44524, -8.81135, 13.78876], [-1.09498, -7.44380, 16.11646], [2.17351, -6.98968, 2.12668], [1.80364, -5.75028, 2.68316], [2.88396, -6.89586, 1.30537], [2.62939, -7.62636, 2.88492], [1.29765, -7.46112, 1.68088], [0.94921, -5.76300, 3.12064]],
  "mulliken_charge": [-0.550, -0.369, 1.077, -0.712, -0.260, -0.632, -0.183, -0.690, 0.258, 0.259, 0.206, 0.262, 0.268, 0.258, 0.276, 0.240, 0.287, -0.314, -0.505, 0.293, 0.202, 0.017, 0.312, -0.517, -0.472, 0.218, 0.256, 0.216, 0.299, -0.529, -0.544, 0.280, 0.334, 0.160, 0.296, -0.492, -0.505, 0.184, 0.257, 0.253, 0.304, -0.393, -0.516, 0.178, 0.302, 0.123, 0.307, -0.442, -0.500, 0.231, 0.168, 0.239, 0.305],
  "total_charge": 0,
  "homo_lumo_gap_ev": 10.36,
  "relative_energy_kcal_mol": 41.7
}

***

{
  "formula": "C9H35BBiNP3",
  "method": "the ωB97M-V functional and the def2-TZVPD basis",
  "symbols": ["Bi", "H", "H", "P", "P", "C", "H", "H", "H", "C", "H", "H", "H", "C", "H", "H", "H", "C", "H", "H", "H", "C", "H", "H", "H", "C", "H", "H", "H", "H", "H", "H", "H", "B", "N", "H", "H", "C", "P", "C", "C", "H", "H", "H", "H", "H", "H", "H", "H", "H"],
  "xyz": [[-0.00262, 0.42820, 0.28588], [-3.24382, -0.08934, 0.13402], [-1.41620, -1.40508, -0.63178], [-0.49349, 1.85558, -2.03156], [-0.51341, -0.54415, 2.91710], [-0.89390, 0.70878, 4.18533], [-0.98105, 0.24310, 5.17589], [-0.09638, 1.46099, 4.21034], [-1.83751, 1.21369, 3.94241], [-1.90029, -1.72410, 3.03461], [-1.63842, -2.67784, 2.55578], [-2.13388, -1.91823, 4.08950], [-2.79353, -1.32068, 2.54056], [0.89246, -1.44607, 3.65725], [1.77195, -0.79051, 3.70785], [0.64174, -1.77519, 4.67496], [1.15024, -2.32367, 3.04959], [-2.22350, 2.11942, -2.53185], [-2.25313, 2.66092, -3.48887], [-2.74864, 1.15954, -2.64129], [-2.74106, 2.71920, -1.77174], [0.23334, 3.52584, -1.99201], [1.30390, 3.47476, -1.75507], [0.10290, 4.01685, -2.96586], [-0.26510, 4.12706, -1.22043], [0.29163, 1.09022, -3.49110], [-0.10435, 0.07861, -3.64900], [0.08020, 1.69472, -4.38361], [1.38032, 1.01467, -3.36499], [-2.00892, -2.25132, -1.93406], [-1.99118, -2.94864, -0.44141], [-4.11697, -2.08914, 0.23551], [-4.07039, -1.04412, -1.65017], [-3.63160, -1.50689, -0.66303], [-2.18447, -2.07981, -0.94264], [-2.83515, 0.46665, 0.43153], [0.68826, 1.87953, 1.09698], [2.88434, -1.28900, -2.11780], [2.30056, -0.47297, -0.61414], [2.96123, -1.52871, 0.70431], [3.35057, 1.01296, -0.51423], [2.38666, -2.26325, -2.21916], [3.96732, -1.44118, -1.98946], [2.69978, -0.67250, -3.00447], [3.94445, -1.88013, 0.37309], [3.06124, -0.98519, 1.65090], [2.30733, -2.39848, 0.85674], [3.16192, 1.67561, -1.37076], [3.16290, 1.56398, 0.41233], [4.39370, 0.67529, -0.54199]],
  "lowdin_spin": [0.300, 0.045, 0.004, 0.022, 0.040, 0.011, 0.002, 0.000, 0.002, 0.005, 0.000, 0.000, 0.001, 0.003, 0.000, 0.000, 0.000, 0.002, 0.000, 0.000, 0.002, 0.002, 0.000, 0.000, 0.001, 0.005, 0.000, 0.001, 0.000, 0.001, 0.001, 0.010, 0.009, 0.115, 0.016, 0.067, 0.037, 0.064, 0.203, 0.007, 0.005, 0.001, 0.012, 0.000, 0.000, 0.002, 0.001, 0.000, 0.000, 0.002],
  "total_charge": 2,
  "homo_lumo_gap_ev": [4.85, 6.99],
  "spin_multiplicity": 2
}

***

{
  "formula": "C9H36BeN18O9",
  "method": "the ωB97M-V functional and the def2-TZVPD basis",
  "symbols": ["Be", "C", "O", "N", "N", "H", "H", "H", "H", "C", "O", "N", "N", "H", "H", "H", "H", "C", "O", "N", "N", "H", "H", "H", "H", "C", "O", "N", "N", "H", "H", "H", "H", "C", "O", "N", "N", "H", "H", "H", "H", "C", "O", "N", "N", "H", "H", "H", "H", "C", "O", "N", "N", "H", "H", "H", "H", "C", "O", "N", "N", "H", "H", "H", "H", "C", "O", "N", "N", "H", "H", "H", "H"],
  "xyz": [[0.25738, 0.03770, 0.11996], [-2.66714, 1.47103, -1.70987], [-1.56846, 1.16901, -1.25185], [-3.06568, 1.12063, -2.96848], [-3.55446, 2.29674, -1.10075], [-3.74909, 1.62842, -3.50405], [-2.42637, 0.61005, -3.55836], [-4.21898, 2.71938, -1.72106], [-3.33147, 2.51469, -0.14505], [3.48760, -1.41547, -0.36504], [2.45035, -0.76837, -0.39227], [4.66938, -0.94540, -0.83829], [3.62118, -2.65595, 0.18188], [4.73875, 0.02697, -1.07474], [5.47649, -1.53459, -0.76842], [2.79847, -3.10545, 0.53417], [4.51835, -3.05377, 0.38315], [-3.03590, -1.81534, -0.21298], [-2.39188, -1.02104, 0.47828], [-3.91161, -1.40871, -1.17565], [-2.99946, -3.16536, 0.00365], [-4.02636, -0.41245, -1.12226], [-4.45685, -2.06240, -1.70215], [-3.67990, -3.70492, -0.50228], [-2.89218, -3.25363, 1.00475], [-1.22216, 3.25781, 1.44473], [-0.58930, 2.21234, 1.22429], [-2.43685, 3.30003, 2.05722], [-0.90472, 4.40416, 0.82156], [-3.05632, 3.91396, 1.55814], [-2.75544, 2.47938, 2.54452], [-0.20161, 4.37500, 0.10413], [-1.28871, 5.30488, 1.05086], [2.76759, 1.76674, 2.26766], [1.98004, 1.24387, 1.48856], [4.07560, 1.98986, 1.96395], [2.39350, 2.37226, 3.41905], [4.67164, 2.56806, 2.52502], [4.31393, 1.86058, 0.99574], [1.40513, 2.32696, 3.60590], [3.08006, 2.60929, 4.10961], [1.14472, 2.78331, -1.99057], [1.28033, 1.76731, -1.30314], [2.05913, 3.18197, -2.90256], [0.04404, 3.55154, -1.96877], [2.98906, 2.80542, -2.82471], [1.86826, 3.88688, -3.58931], [-0.77614, 3.07429, -1.61683], [-0.06340, 4.43971, -2.42392], [0.62962, -3.81104, 0.89356], [0.41416, -2.74180, 0.30339], [1.31214, -4.83389, 0.30907], [0.08028, -4.19392, 2.05327], [1.51280, -4.82600, -0.67682], [1.45577, -5.71373, 0.76639], [0.33290, -5.07875, 2.44751], [-0.47167, -3.56187, 2.60764], [-0.52023, -1.26296, 3.31856], [-0.32369, -0.60928, 2.30391], [0.41427, -1.77789, 4.13859], [-1.80443, -1.58805, 3.63658], [1.39572, -1.85415, 3.92922], [0.24679, -2.16290, 5.05317], [-2.07488, -1.92489, 4.54312], [-2.46901, -1.48444, 2.88693], [0.02120, -0.92169, -3.20620], [0.37003, -0.86008, -2.03373], [-0.24289, -2.06421, -3.90673], [-0.18491, 0.20478, -3.93036], [-0.13754, -2.91908, -3.38941], [-0.65818, -1.96890, -4.81231], [0.10876, 1.04383, -3.45545], [-0.22757, 0.16357, -4.93332]],
  "mulliken_charge": [1.607, -0.025, -0.065, -0.350, -0.412, 0.200, 0.234, 0.174, 0.180, 0.358, -0.066, -0.417, -0.347, 0.222, 0.149, 0.046, 0.177, 0.545, -0.546, -0.431, -0.406, 0.330, 0.174, 0.201, 0.252, 0.098, -0.134, -0.514, -0.376, 0.238, 0.234, 0.275, 0.188, 0.460, -0.288, -0.472, -0.457, 0.171, 0.217, 0.221, 0.185, 0.157, -0.050, -0.430, -0.374, 0.244, 0.160, 0.183, 0.151, 0.339, -0.257, -0.416, -0.310, 0.254, 0.113, 0.184, 0.210, -0.207, 0.054, -0.276, -0.344, 0.211, 0.167, 0.163, 0.186, 0.290, -0.095, -0.423, -0.461, 0.250, 0.159, 0.125, 0.212],
  "total_charge": 2,
  "homo_lumo_gap_ev": 9.56,
  "relative_energy_kcal_mol": 43.6
}

***

Number 1: DFT total energy -812.22537 Eh. Number 2: DFT total energy -1456.35843 Eh. Number 3: DFT total energy -1681.49427 Eh. Number 4: DFT total energy -2041.91555 Eh.